<one>
Here is 2 unconnected molecules or ions with the total composition C4H7NO from the OMol25 dataset. Energies are from ωB97M-V with the def2-TZVPD basis set.

**Gap between HOMO and LUMO**: 9.23 eV
**Lowest unoccupied orbital energy**: -0.012 Ha
**Highest occupied orbital energy**: -9.55 eV

Last column: Mulliken charge in e.
Atoms and positions in Å:
H: -0.2260 -2.1023 2.8303  0.27
N: -0.6353 -1.4994 2.1179  -0.53
C: -0.0123 -0.4162 1.9381  -0.02
C: -0.3880 0.4474 0.7756  -0.10
O: 0.2190 1.5216 0.5398  -0.54
H: 0.8463 -0.0579 2.5103  0.40
H: -1.4043 0.2537 0.3985  0.48
C: 0.6271 0.1084 -1.3552  -0.44
C: -0.0891 0.5702 -2.3701  -0.52
H: 0.1392 -0.6366 -0.5961  0.25
H: 1.6866 0.2344 -1.2062  0.30
H: 0.3794 1.2099 -3.1033  0.23
H: -1.1425 0.3669 -2.4794  0.22

***

<two>
Here is a single C4H7NO molecule from the OMol25 dataset. Energies are from ωB97M-V with the def2-TZVPD basis set.

**Gap between HOMO and LUMO**: 11.04 eV
**Lowest unoccupied orbital energy**: 0.038 Ha
**Highest occupied orbital energy**: -10.01 eV

Last column: Mulliken charge in e.
Atoms and positions in Å:
C: 0.9347 -0.5984 1.4127  -1.31
C: 0.5318 -0.1427 0.0352  0.37
C: -0.4890 -0.8569 -0.7480  -0.53
N: -0.8334 0.3923 -0.0330  -0.42
C: -0.9953 1.5184 -0.8710  0.11
O: -0.1627 1.9553 -1.6277  -0.48
H: 1.1911 0.2608 2.0399  0.28
H: 1.8022 -1.2635 1.3761  0.33
H: 0.1082 -1.1293 1.8950  0.33
H: 1.2705 0.4104 -0.5446  0.43
H: -0.4177 -0.7931 -1.8325  0.28
H: -0.9597 -1.7541 -0.3521  0.24
H: -1.9805 2.0008 -0.7499  0.38

***

Result of the stability comparison: <two> is the most stable of them.

***

<one>
Here is a single C4H7NO molecule from the OMol25 dataset. Energies are from ωB97M-V with the def2-TZVPD basis set.

**Gap between HOMO and LUMO**: 12.05 eV
**Lowest unoccupied orbital energy**: 0.025 Ha
**Highest occupied orbital energy**: -11.36 eV

Last column: Mulliken charge in e.
Atoms and positions in Å:
C: 0.0903 -1.2675 1.0679  -1.13
C: 0.6163 0.0970 0.6354  -0.44
C: -0.2675 0.7284 -0.4384  0.35
O: 0.2359 2.0012 -0.7567  -0.52
C: -0.4250 -0.0869 -1.6757  0.08
N: -0.7236 -0.6223 -2.6584  -0.44
H: 0.7116 -1.7013 1.8568  0.33
H: -0.9350 -1.1945 1.4506  0.30
H: 0.0819 -1.9619 0.2218  0.35
H: 1.6470 0.0274 0.2695  0.30
H: 0.6312 0.7931 1.4841  0.31
H: -1.2978 0.7820 -0.0546  0.16
H: -0.3611 2.3885 -1.4106  0.35

***

<two>
Here is 2 unconnected molecules or ions with the total composition C4H7NO from the OMol25 dataset. Energies are from ωB97M-V with the def2-TZVPD basis set.

**Gap between HOMO and LUMO**: 10.59 eV
**Lowest unoccupied orbital energy**: 0.037 Ha
**Highest occupied orbital energy**: -9.59 eV

Last column: Mulliken charge in e.
Atoms and positions in Å:
O: 1.5023 1.0714 0.1781  -0.51
C: 0.8304 0.1427 -0.6148  -0.13
C: 0.9633 -1.3598 -0.3065  -0.61
C: -0.2846 -0.6202 -0.0337  0.52
C: -1.6790 -0.7540 0.2359  -0.29
N: -1.0282 -0.3881 1.2515  -0.48
H: 1.1427 1.0066 1.0740  0.36
H: 0.8380 0.4504 -1.6584  0.34
H: 1.5865 -1.6343 0.5423  0.26
H: 0.9856 -2.0533 -1.1448  0.23
H: -2.6912 -1.0421 -0.0248  0.33
H: -0.9652 2.3551 0.5128  -0.19
H: -1.2006 2.8256 -0.0116  0.18

***

Result of the stability comparison: <one> is the most stable of them.

***

<one>
Here is a single C19H21N3O4 molecule from the OMol25 dataset. Energies are from ωB97M-V with the def2-TZVPD basis set.

**Gap between HOMO and LUMO**: 8.91 eV
**Lowest unoccupied orbital energy**: 0.027 Ha
**Highest occupied orbital energy**: -8.16 eV

Last column: Mulliken charge in e.
Atoms and positions in Å:
C: 7.5240 2.4344 0.5563  -0.67
O: 7.4138 1.0323 0.6178  -0.37
C: 6.1018 0.5501 0.7415  -0.19
C: 5.2863 0.6575 -0.5656  -1.10
N: 4.0586 -0.0822 -0.4744  0.31
C: 3.9173 -1.4173 -0.7825  0.38
C: 5.0299 -2.2320 -1.3409  -1.60
C: 2.6308 -1.7788 -0.5161  -0.69
C: 1.9518 -0.6304 -0.0162  0.73
C: 0.5671 -0.5351 0.3959  0.78
O: 0.0439 0.4543 0.8637  -0.72
C: -0.2464 -1.8227 0.1980  -0.92
O: -1.5890 -1.6264 0.5903  -0.35
C: -2.3121 -0.8474 -0.2220  0.42
O: -1.9279 -0.4553 -1.2997  -0.68
C: -3.6430 -0.5602 0.3228  0.11
N: -4.0958 -1.0703 1.4516  -0.74
N: -5.3230 -0.5964 1.6411  0.20
C: -5.7136 0.2419 0.6415  -0.28
C: -6.8882 0.9552 0.4221  -0.84
C: -6.9455 1.7205 -0.7201  -0.37
C: -5.8740 1.7829 -1.6225  -0.69
C: -4.7104 1.0815 -1.4123  -0.35
C: -4.6271 0.2960 -0.2628  1.46
C: 2.8825 0.4036 -0.0023  0.55
C: 2.6960 1.8196 0.4015  -1.63
H: 8.5867 2.6584 0.6215  0.25
H: 7.1312 2.8374 -0.3833  0.28
H: 7.0009 2.9091 1.3948  0.30
H: 5.5718 1.0693 1.5534  0.28
H: 6.2039 -0.5033 1.0155  0.28
H: 5.8921 0.2607 -1.3840  0.26
H: 5.0547 1.7035 -0.7780  0.34
H: 5.3342 -1.8604 -2.3203  0.31
H: 4.6948 -3.2587 -1.4566  0.37
H: 5.9018 -2.2230 -0.6880  0.33
H: 2.2150 -2.7555 -0.6584  0.45
H: -0.1963 -2.1118 -0.8583  0.40
H: 0.1451 -2.6200 0.8314  0.52
H: -5.8413 -0.8710 2.4603  0.18
H: -7.7125 0.9084 1.1175  0.39
H: -7.8382 2.2908 -0.9310  0.37
H: -5.9749 2.4011 -2.5022  0.39
H: -3.8794 1.1218 -2.0974  0.50
H: 3.3611 2.0893 1.2215  0.30
H: 2.8906 2.4917 -0.4354  0.33
H: 1.6682 1.9542 0.7244  0.40

***

<two>
Here is a molecular structure, C19H21N3O4 from the OMol25 dataset. Energies are from ωB97M-V with the def2-TZVPD basis set.

**Gap between HOMO and LUMO**: 7.89 eV
**Lowest unoccupied orbital energy**: -0.013 Ha
**Highest occupied orbital energy**: -8.25 eV

Last column: Mulliken charge in e.
Atoms and positions in Å:
C: -4.6551 -2.5830 -0.2121  -1.42
C: -4.0431 -1.1899 -0.2424  0.96
C: -4.8035 -0.0424 -0.6473  -0.47
C: -4.4455 1.2050 -0.6055  0.00
O: -5.1116 2.0259 -1.0729  -0.59
O: -3.2801 1.3548 -0.0598  -0.39
C: -2.5272 0.2925 0.4507  0.09
C: -1.1860 0.7813 0.6149  -0.17
C: -0.3479 -0.2098 1.0628  0.40
C: -0.6630 -1.6255 1.0841  -1.86
C: -2.0119 -1.7068 0.6627  -0.48
C: -2.9657 -0.8211 0.1324  1.16
H: -2.2215 -3.1249 0.4904  0.04
H: 0.0308 -2.2463 1.4226  0.77
O: 0.9464 -0.0586 1.4988  -0.32
C: 1.4438 1.2187 1.8968  0.53
C: 2.6172 1.0048 2.9115  -1.50
H: 2.0837 0.9310 3.9068  0.35
H: 3.3660 0.4583 2.5675  0.42
H: 3.1048 2.1485 3.0019  0.33
C: 2.0978 1.7837 0.3808  0.51
O: 2.8576 2.7663 0.6506  -0.80
N: 1.6806 1.3502 -0.6110  -0.06
H: 0.9422 0.5435 -0.4621  0.22
C: 2.1471 1.8291 -2.2105  -0.95
C: 2.6337 0.5036 -2.8643  -0.09
H: 1.6961 -0.3529 -3.0117  0.17
H: 2.8909 1.0352 -3.8575  0.33
C: 3.6278 -0.3797 -2.1681  -0.69
N: 3.3500 -1.1648 -1.0652  0.48
C: 2.3845 -1.9876 -1.1483  0.02
N: 2.2265 -2.6536 -0.0385  -0.65
C: 3.1942 -1.9412 0.8865  -0.67
C: 3.8068 -1.1744 0.1047  -0.06
H: 4.5654 -0.4133 0.3856  0.32
H: 3.3181 -2.0296 1.9386  0.43
H: 1.8306 -2.3920 -2.1274  0.26
H: 4.5171 0.3416 -1.7075  0.29
H: 4.0678 -0.9735 -3.0409  0.20
H: 1.2434 2.3590 -2.3746  0.49
H: 3.0796 2.2467 -1.6328  0.32
H: 0.6075 2.0477 2.3181  0.25
H: -0.9999 1.7637 0.7685  0.84
H: -6.0192 -0.4081 -0.9548  -0.01
H: -5.8323 -2.5401 -0.7387  0.24
H: -4.5267 -3.0981 0.6819  0.42
H: -4.0002 -3.2944 -0.9136  0.34

***

Result of the stability comparison: <one> is the most stable of them.